{"formula": "C2H2N2O2S", "method": "the ωB97M-V functional and the def2-TZVPD basis", "e_above_lowest_kj_mol": 191.64, "e_homo_ev": -9.488, "e_tot_ev": -20014.363, "multiplicity": 1, "orbital_gap_ev": 9.868, "smiles": "Oc1nc(S)no1", "species": ["S", "O", "O", "N", "N", "C", "C", "H", "H"], "xyz": [[2.284, -0.260, -0.026], [-1.212, 1.090, 0.077], [-2.669, -0.628, -0.025], [0.159, 1.405, 0.007], [-0.254, -0.866, 0.024], [0.660, 0.246, -0.117], [-1.431, -0.274, 0.015], [-2.544, -1.558, -0.172], [2.346, -1.591, 0.567]], "nbo_charge": [0.035, -0.329, -0.591, -0.132, -0.588, 0.139, 0.767, 0.506, 0.193]}